# C28H72AlO12P2

A molecular structure, C28H72AlO12P2 in a non-equilibrium geometry (ωB97M-V/def2-TZVPD, the Open Molecules 2025 dataset).

Each line ends with the Mulliken charge.
Cartesian coordinates (Å):
C1 8.846 -0.220 1.015  -0.86
C2 7.984 0.890 1.607  -0.17
O1 7.028 1.342 0.625  -0.39
P1 5.785 2.109 1.302  1.03
O2 6.197 2.865 2.490  -0.81
C3 4.541 0.832 1.652  -0.92
C4 3.316 0.805 0.705  -0.10
C5 2.774 -0.592 0.455  -0.95
Al1 0.816 -0.472 -0.152  -0.67
C6 -0.292 -0.311 1.513  -1.03
C7 -1.816 -0.531 1.330  -0.47
C8 -2.661 0.324 2.296  -0.75
C9 -3.331 1.519 1.613  -0.39
O3 -4.656 1.700 2.117  -0.39
C10 -5.618 2.061 1.145  -0.19
C11 0.713 1.123 -1.418  0.52
O4 -0.333 2.031 -1.130  -0.13
O5 -0.331 3.064 -2.134  -0.47
P2 0.407 -2.431 -1.429  0.58
O6 -0.990 -3.008 -1.266  -0.72
O7 5.218 3.098 0.180  -0.42
C12 4.224 4.008 0.723  -0.42
C13 3.146 4.267 -0.305  -1.00
H1 9.883 0.035 1.189  0.33
H2 8.652 -0.402 -0.032  0.34
H3 8.657 -1.136 1.561  -0.03
H4 8.591 1.736 1.892  0.30
H5 7.489 0.510 2.490  0.30
H6 4.190 1.050 2.653  0.36
H7 5.021 -0.139 1.642  0.48
H8 3.586 1.216 -0.260  0.08
H9 2.551 1.458 1.116  0.30
H10 3.376 -1.105 -0.291  0.47
H11 2.746 -1.172 1.374  0.42
H12 0.067 -1.064 2.213  0.60
H13 -0.108 0.652 1.987  0.47
H14 -2.111 -0.349 0.302  0.37
H15 -2.021 -1.562 1.581  0.11
H16 -3.464 -0.282 2.702  0.45
H17 -2.064 0.672 3.130  0.30
H18 -3.315 1.385 0.537  0.37
H19 -2.760 2.412 1.867  0.17
H20 -6.307 1.236 1.002  0.20
H21 -6.184 2.917 1.508  0.13
H22 -5.185 2.348 0.190  0.05
H23 0.542 0.735 -2.427  0.18
H24 1.682 1.615 -1.447  -0.38
H25 -0.693 2.618 -2.915  0.30
H26 0.609 -2.116 -2.811  -0.14
H27 1.433 -3.391 -1.178  -0.03
H28 3.751 3.586 1.599  0.32
H29 4.734 4.923 0.991  0.47
H30 3.401 5.074 -0.979  0.42
H31 2.908 3.355 -0.831  0.06
H32 2.253 4.554 0.239  0.32
C14 -0.517 -6.692 -0.748  -1.05
C15 -1.714 -7.041 0.118  0.32
C16 -2.959 -7.267 -0.729  -1.22
O8 -1.942 -5.999 1.062  -0.55
H33 -0.716 -5.763 -1.289  0.20
H34 0.363 -6.522 -0.127  0.29
H35 -0.288 -7.482 -1.468  0.39
H36 -1.505 -7.939 0.703  0.30
H37 -3.208 -6.360 -1.285  0.30
H38 -3.814 -7.509 -0.096  0.31
H39 -2.811 -8.081 -1.442  0.35
H40 -2.111 -5.184 0.568  0.34
C17 4.400 0.298 -5.528  -1.43
C18 3.220 -0.068 -4.640  0.50
C19 1.976 -0.363 -5.465  -1.28
O9 2.955 0.980 -3.716  -0.35
H41 4.178 1.200 -6.105  0.36
H42 5.282 0.508 -4.922  0.33
H43 4.639 -0.507 -6.226  0.39
H44 3.473 -0.942 -4.038  0.23
H45 1.682 0.520 -6.040  0.35
H46 1.140 -0.623 -4.815  0.25
H47 2.145 -1.188 -6.161  0.41
H48 2.723 1.772 -4.216  0.27
C20 -10.165 1.060 -0.322  -1.24
C21 -9.709 0.090 0.759  0.37
C22 -10.856 -0.286 1.687  -1.31
O10 -8.639 0.662 1.505  -0.45
H49 -10.531 1.987 0.128  0.32
H50 -9.333 1.322 -0.976  0.30
H51 -10.966 0.631 -0.929  0.38
H52 -9.305 -0.810 0.295  0.28
H53 -11.242 0.602 2.195  0.34
H54 -10.512 -0.978 2.456  0.32
H55 -11.675 -0.753 1.137  0.37
H56 -8.967 1.466 1.924  0.31
C23 -6.028 5.618 -0.340  -1.14
C24 -6.160 4.844 -1.641  0.57
C25 -6.090 5.766 -2.849  -1.49
O11 -7.389 4.114 -1.655  -0.50
H57 -6.845 6.340 -0.235  0.37
H58 -6.081 4.942 0.512  0.20
H59 -5.082 6.160 -0.295  0.36
H60 -5.366 4.101 -1.705  0.22
H61 -6.909 6.491 -2.824  0.37
H62 -6.188 5.195 -3.772  0.35
H63 -5.146 6.312 -2.876  0.37
H64 -8.108 4.753 -1.599  0.33
C26 8.020 -2.721 3.912  -1.06
C27 6.805 -3.554 3.533  0.51
C28 7.056 -5.039 3.751  -1.38
O12 6.453 -3.311 2.173  -0.52
H65 8.879 -2.992 3.291  0.31
H66 7.818 -1.663 3.746  0.07
H67 8.292 -2.864 4.959  0.42
H68 5.947 -3.239 4.127  0.28
H69 7.886 -5.382 3.127  0.35
H70 6.176 -5.619 3.472  0.33
H71 7.298 -5.252 4.794  0.37
H72 7.197 -3.582 1.621  0.32

The calculation puts the highest occupied orbital energy at -4.9460 eV. As for the HOMO-LUMO gap: 7.2 eV. Its total charge is -1. Its calculated total energy is -2938.06051 hartree.